ORCA calculation (ωB97M-V with the def2-TZVPD basis set) on an isolated molecule of C17H22N2O2.

Cartesian coordinates (Å):
C 2.2532 3.8083 0.9686
C 2.4180 2.4064 0.4719
C 1.3838 1.4630 0.6634
C 1.5344 0.1803 0.1979
C 0.4256 -0.8146 0.3627
O -0.0066 -1.4889 -0.5503
N -0.0449 -0.8819 1.6293
C -1.1932 -1.6712 2.0081
C -2.3614 -0.7915 2.4598
C -2.9165 0.0179 1.2905
O -3.4880 -0.8856 0.3804
C -3.9029 -0.3351 -0.8592
C -4.6862 -1.4393 -1.5622
C -2.7223 0.1235 -1.7204
C 2.7361 -0.1633 -0.4758
C 3.0045 -1.4419 -1.0013
C 4.1946 -1.6944 -1.6266
C 5.1670 -0.6898 -1.7481
C 4.9386 0.5611 -1.2470
C 3.7207 0.8565 -0.6010
N 3.5372 2.1051 -0.1278
H 1.3935 4.2771 0.4922
H 3.1464 4.3815 0.7405
H 2.0873 3.8125 2.0450
H 0.4731 1.7742 1.1572
H 0.3611 -0.2865 2.3345
H -1.4930 -2.2387 1.1250
H -0.9121 -2.3622 2.8096
H -2.0406 -0.1136 3.2541
H -3.1532 -1.4336 2.8445
H -2.1038 0.5900 0.8216
H -3.6765 0.7352 1.6449
H -4.5710 0.5235 -0.6631
H -4.0177 -2.2650 -1.7888
H -5.1226 -1.0656 -2.4840
H -5.4780 -1.8019 -0.9124
H -3.0498 0.2630 -2.7466
H -2.3088 1.0661 -1.3671
H -1.9398 -0.6319 -1.6958
H 2.2512 -2.2096 -0.9180
H 4.3935 -2.6751 -2.0329
H 6.1001 -0.9143 -2.2443
H 5.6694 1.3503 -1.3289

The highest occupied orbital energy comes out at -8.7321 eV. As for the orbital gap: 8.87 eV. Its multiplicity is 1. The strongest force on any atom comes out at 0.8 eV Å⁻¹. The calculation puts the lowest unoccupied orbital energy at 0.138 eV.

ORCA calculation (ωB97M-V with the def2-TZVPD basis set) on a structure of composition Fe2H28O18P at a distorted geometry.

Cartesian coordinates (Å):
Fe -2.4971 0.8622 -1.0090
Fe 1.7038 -1.4583 0.4855
P -0.1260 0.1856 -0.2432
O -0.9382 -0.2687 -1.5091
O -0.2107 -1.0761 0.6796
O -1.0022 1.4174 0.1673
O 1.3763 0.3083 -0.4709
O 0.9397 -0.6650 -3.5674
H 0.3257 -0.9249 -4.2621
H 0.3892 -0.5536 -2.7686
O -1.7039 2.5542 2.6475
H -2.5889 2.1815 2.6594
H -1.2282 2.0547 1.9617
O -3.6655 -0.2123 0.3124
H -3.2159 -1.0064 0.6977
H -4.5969 -0.4633 0.2539
O 2.1408 -0.5012 2.3907
H 2.1688 -0.7034 3.3324
H 2.2320 0.4742 2.3400
O 1.5885 -3.2121 1.6414
H 1.8494 -3.2651 2.5700
H 1.4038 -4.1206 1.3719
O -1.7550 -2.8977 -2.0104
H -2.0834 -3.1430 -1.1348
H -1.5113 -1.9599 -1.9153
O 0.3574 3.8434 0.2108
H 0.1040 2.9040 0.2399
H -0.0504 4.1991 -0.5822
O -1.8449 2.2577 -2.5045
H -2.0973 1.9207 -3.3759
H -1.0657 2.8088 -2.6673
O 1.1312 -2.5331 -1.3441
H 0.3057 -3.0510 -1.3990
H 1.5919 -2.6978 -2.1786
O 2.0436 2.3576 2.5060
H 1.3638 3.0256 2.6722
H 1.8878 2.0931 1.5896
O -2.3688 -2.5371 0.8830
H -2.1991 -3.2573 1.5002
H -1.5469 -1.9742 0.8829
O 2.0343 2.3351 -2.1670
H 1.4332 1.9328 -1.5182
H 1.9457 1.7816 -2.9548
O 4.1197 0.6318 -0.8645
H 3.1636 0.5734 -0.9566
H 4.3358 1.4746 -1.2751
O -1.0911 -0.3838 3.2174
H -1.9460 -0.8021 3.0798
H -0.6022 -0.5093 2.3851

The highest occupied orbital energy (spin up / spin down) comes out at -12.8583 / -12.7512 eV. As for the orbital gap (spin up / spin down): 8.97 / 8.44 eV. Its charge is +1. Its multiplicity is 9. The strongest force on any atom comes out at 2.4 eV Å⁻¹. The calculation puts the lowest unoccupied orbital energy (spin up / spin down) at -3.891 / -4.310 eV.

ORCA calculation (ωB97M-V with the def2-TZVPD basis set) on a structure of composition C21H16Cl5F3I2N3O7SSm at a distorted geometry.

Cartesian coordinates (Å):
Sm -0.8481 -0.0941 2.6436
C 3.7382 -3.0674 -4.0447
O 3.7537 -1.7693 -4.5921
C 2.6156 -1.0338 -4.5682
C 2.7013 0.2510 -5.1186
C 1.5987 1.0681 -5.1630
C 0.3794 0.6542 -4.6107
C 0.2945 -0.6309 -4.0684
C 1.3919 -1.4670 -4.0627
N -0.7136 1.4898 -4.7849
N -1.6654 1.5760 -4.0129
C -1.7200 1.0305 -2.7358
C -2.7160 0.1143 -2.4378
C -2.8390 -0.4388 -1.1741
C -2.0162 -0.0409 -0.1187
O -2.1553 -0.4911 1.0977
C -1.0244 0.9668 -0.3857
N -0.3081 1.4282 0.6804
C 0.5282 2.4302 0.4873
C 0.7531 3.0076 -0.7672
C 0.0663 2.5390 -1.8586
C -0.8692 1.4997 -1.6983
H 4.7457 -3.4552 -4.1830
H 3.0272 -3.7157 -4.5659
H 3.5013 -3.0506 -2.9766
H 3.6430 0.5770 -5.5295
H 1.6529 2.0501 -5.6046
H -0.6490 -1.0095 -3.7028
H 1.2837 -2.4600 -3.6583
H -3.3591 -0.2288 -3.2357
H -3.5926 -1.1864 -0.9852
H 1.0375 2.8180 1.3659
H 1.4527 3.8211 -0.8612
H 0.2087 2.9905 -2.8296
I -0.3545 -1.9988 4.9973
C 1.2737 -1.5729 6.3993
I 1.3513 0.5165 6.7376
H 2.2107 -1.8597 5.9334
H 1.0999 -2.0737 7.3487
Cl -5.3468 -2.0526 4.2736
C -4.5101 -1.3116 2.9010
Cl -5.0986 0.3217 2.6455
Cl -4.7298 -2.2653 1.4580
C -3.0366 -1.2685 3.3208
O -2.3503 -2.2800 3.1545
O -2.6461 -0.1996 3.8478
F 2.4678 0.3571 0.3828
C 3.0367 -0.3295 1.3767
F 3.9774 0.4382 1.9207
F 3.6209 -1.4032 0.8552
S 1.7515 -0.7993 2.6433
O 0.7205 -1.4764 1.8791
O 2.4546 -1.5565 3.6238
O 1.2157 0.4792 3.1117
Cl -2.5413 2.4082 2.2713
C -2.2985 2.9631 3.9366
Cl -0.9282 2.0393 4.5843
H -3.1937 2.7270 4.5134
H -2.0436 4.0246 3.9434

The highest occupied orbital energy (spin up / spin down) comes out at -7.4911 / -7.5045 eV. As for the orbital gap (spin up / spin down): 7.10 / 7.12 eV. Its multiplicity is 6. The strongest force on any atom comes out at 3.6 eV Å⁻¹. The calculation puts the lowest unoccupied orbital energy (spin up / spin down) at -0.389 / -0.381 eV.

ORCA calculation (ωB97M-V with the def2-TZVPD basis set) on an isolated molecule of C18H18F2N2O6S at a distorted geometry.

Cartesian coordinates (Å):
C 0.7134 1.0457 -4.4960
N 1.2686 -0.2833 -4.5481
C 2.4456 -0.5102 -3.7481
S 0.1537 -1.5198 -4.5244
O 0.8661 -2.7447 -4.7270
O -0.8979 -1.1668 -5.4301
C -0.5212 -1.5309 -2.8540
C 0.0754 -2.3210 -1.8890
C -0.4403 -2.3248 -0.6064
C -1.5441 -1.5296 -0.2989
C -2.0510 -1.5612 1.0935
O -1.6761 -2.3234 1.9457
O -2.9717 -0.5950 1.3276
C -3.4139 -0.4698 2.6689
C -2.3721 0.1730 3.5986
O -2.5225 0.1974 4.7948
N -1.3239 0.7017 2.9171
C -0.0860 1.1114 3.4014
C 0.1708 1.3968 4.7355
C 1.4413 1.7855 5.1249
C 2.4623 1.8845 4.1979
C 2.2242 1.5947 2.8613
C 0.9553 1.2210 2.4676
O 0.6119 0.8876 1.1451
C 1.3695 1.3537 0.1432
F 2.3876 0.5112 -0.1675
F 0.6022 1.4032 -0.9642
C -2.1285 -0.7288 -1.2788
C -1.6130 -0.7345 -2.5623
H -0.1838 1.0431 -5.1095
H 1.4324 1.7502 -4.9151
H 0.4638 1.3525 -3.4739
H 2.2801 -0.2876 -2.6879
H 2.7181 -1.5559 -3.8642
H 3.2579 0.1151 -4.1192
H 0.9171 -2.9364 -2.1637
H -0.0068 -2.9343 0.1720
H -3.6614 -1.4508 3.0884
H -4.3115 0.1513 2.6413
H -1.3501 0.6245 1.9076
H -0.6276 1.2982 5.4520
H 1.6332 2.0052 6.1633
H 3.4538 2.1766 4.5053
H 3.0337 1.6382 2.1490
H 1.8066 2.3553 0.3105
H -2.9845 -0.1202 -1.0334
H -2.0566 -0.1486 -3.3512

The highest occupied orbital energy comes out at -9.0137 eV. As for the orbital gap: 8.69 eV. Its multiplicity is 1. The strongest force on any atom comes out at 1.4 eV Å⁻¹. The calculation puts the lowest unoccupied orbital energy at -0.319 eV.